Formula: C16H23N5SSeW
Source: the Open Molecules 2025 dataset
Level of theory: the ωB97M-V functional and the def2-TZVPD basis

Summary:
⟨S²⟩: 2.05
E: -3762.23282 a.u.
Charge: +4
Multiplicity: 3

Each line ends with the Mulliken spin population.
CARTESIAN COORDINATES (ANGSTROEM)
W  -0.217  0.160  -0.269  1.821
C  -3.928  -0.170  3.497  0.007
C  -2.594  -0.003  2.846  0.032
C  -1.554  -0.908  3.264  -0.028
C  -0.221  -0.738  2.902  0.095
C  0.120  0.182  1.879  -0.043
C  -0.882  1.194  1.561  -0.005
C  -2.261  0.971  1.853  0.127
H  -4.164  0.623  4.236  0.004
H  -3.977  -1.093  4.050  0.001
H  -4.700  -0.163  2.724  0.002
H  -1.705  -1.528  4.113  0.003
H  0.568  -1.336  3.385  0.006
H  1.147  0.595  1.811  0.008
H  -0.437  2.212  1.424  0.012
H  -2.982  1.675  1.397  -0.008
C  3.441  -1.858  -0.901  0.000
N  3.759  -0.819  0.007  -0.007
C  4.634  -0.801  1.066  0.002
C  4.649  0.419  1.597  -0.002
N  3.672  1.190  0.995  0.000
C  3.363  2.571  1.255  -0.005
C  3.103  0.408  -0.015  0.061
Se  1.807  1.125  -1.201  -0.102
H  3.251  -1.453  -1.881  -0.001
H  2.425  -2.181  -0.505  0.005
H  4.055  -2.740  -0.874  0.000
H  5.048  -1.758  1.276  0.000
H  5.298  0.811  2.351  0.000
H  3.587  3.239  0.417  0.000
H  3.809  2.809  2.187  0.000
H  2.242  2.544  1.375  0.001
C  -3.586  1.159  -4.558  0.001
C  -2.703  1.379  -3.309  0.000
C  -2.059  0.142  -2.772  0.017
N  -1.702  -0.015  -1.509  -0.018
N  -1.065  -1.293  -1.309  -0.010
C  -0.957  -1.994  -2.420  0.013
N  -0.248  -3.155  -2.548  0.014
S  -1.683  -1.298  -3.756  -0.006
H  -3.916  2.090  -4.925  0.000
H  -4.421  0.474  -4.370  0.000
H  -2.873  0.741  -5.294  0.000
H  -3.246  1.956  -2.471  0.001
H  -1.865  2.055  -3.402  0.001
H  -0.017  -3.764  -1.764  0.000
H  -0.018  -3.655  -3.411  0.000